Record 1
Formula: C9H18Cl2SSn
Source: the Open Molecules 2025 dataset
Level of theory: ωB97M-V with the def2-TZVPD basis set

Calculated values
HOMO-LUMO gap (spin up / spin down) = 5.338 / 5.163 eV
charge = 0
highest occupied orbital energy (spin up / spin down) = -7.245 / -7.154 eV
spin multiplicity = 1
calculated total energy = -51333.324 eV
E_LUMO (spin up / spin down) = -0.07011 / -0.07317 Ha

Geometry as XYZ:
```
31
Properties=species:S:1:pos:R:3:nbo_charge:R:1
Sn -0.294 -2.479 -0.245 1.550
Cl -1.790 -0.906 -1.217 -0.492
Cl 0.126 -1.482 1.855 -0.527
C -0.869 -4.391 0.134 -1.175
H -0.232 -4.967 0.853 0.226
H -1.232 -4.897 -0.789 0.211
C 1.854 -0.141 -0.889 0.155
C 1.451 -1.417 -1.126 -0.596
H 1.727 0.264 0.107 0.232
C 1.311 -1.935 -2.580 -0.459
H 2.020 -2.158 -0.491 0.338
C 2.471 -1.470 -3.460 -0.395
H 1.323 -3.034 -2.573 0.233
H 0.354 -1.626 -3.025 0.238
C 2.785 0.023 -3.231 -0.400
H 3.364 -2.082 -3.266 0.200
H 2.260 -1.669 -4.524 0.222
C 2.853 0.505 -1.749 -0.492
H 3.712 0.322 -3.739 0.219
H 1.996 0.596 -3.735 0.209
H 3.862 0.311 -1.358 0.262
H 2.728 1.593 -1.669 0.240
C -2.409 3.627 1.849 -0.745
S -1.527 2.066 2.005 0.171
C -2.944 0.998 2.313 -0.743
H -1.955 4.174 1.013 0.219
H -2.285 4.212 2.769 0.212
H -3.472 3.461 1.644 0.217
H -2.785 0.502 3.283 0.223
H -3.868 1.591 2.343 0.214
H -2.979 0.246 1.516 0.233
```


Record 2
Formula: C9H18ClCoIO3P
Source: the Open Molecules 2025 dataset
Level of theory: ωB97M-V with the def2-TZVPD basis set

Calculated values
energy relative to the best compared isomer or geometry (same formula, charge and spin) = 167.20 kJ/mol
HOMO-LUMO gap (spin up / spin down) = 7.793 / 6.153 eV
charge = +2
highest occupied orbital energy (spin up / spin down) = -15.035 / -16.309 eV
⟨S²⟩ = 6.029
spin multiplicity = 5
calculated total energy = -83284.425 eV
E_LUMO (spin up / spin down) = -0.26614 / -0.37321 Ha

Geometry as XYZ:
```
34
Properties=species:S:1:pos:R:3:lowdin_spin:R:1
C -0.644 -2.460 0.495 0.004
C 0.426 -1.945 1.479 0.004
H -0.289 -3.398 0.114 0.000
H -1.107 -1.988 -0.381 0.001
H -1.487 -2.565 1.175 0.000
O 1.630 -1.839 1.304 0.005
I 1.439 0.940 2.493 0.671
Co -1.351 0.959 -1.657 2.335
P 0.115 1.087 -3.120 0.129
C 1.904 1.293 -3.118 0.018
C -0.534 -0.487 -3.854 0.040
H -1.874 2.479 -2.481 0.017
H -0.917 2.961 -3.988 0.016
H -0.254 3.353 -2.317 -0.001
C -0.849 2.663 -2.943 0.047
H -1.565 -0.692 -3.471 0.008
H -0.492 -0.165 -4.904 0.011
H 2.099 1.456 -4.188 0.005
H 2.421 0.376 -2.755 0.001
H 0.172 -1.318 -3.617 0.001
H 2.157 2.184 -2.494 0.000
C 0.449 0.289 -0.650 0.148
O 1.625 0.324 -0.691 0.099
Cl -3.271 1.061 -0.954 0.157
C -1.168 0.090 4.058 0.001
C 0.085 -0.487 3.412 0.031
C 1.236 -0.838 4.312 0.169
O -0.276 -1.496 2.513 0.000
H -1.501 -0.511 4.930 0.000
H -2.015 0.133 3.350 0.000
H -0.936 1.083 4.379 0.000
H 1.655 -1.858 4.195 0.013
H 2.100 -0.198 4.037 0.058
H 1.019 -0.487 5.340 0.012
```


Record 3
Formula: C9H18ClNO3
Source: the Open Molecules 2025 dataset
Level of theory: ωB97M-V with the def2-TZVPD basis set

Calculated values
energy relative to the best compared isomer or geometry (same formula, charge and spin) = 0.00 kJ/mol
HOMO-LUMO gap = 10.262 eV
charge = 0
highest occupied orbital energy = -9.630 eV
SMILES = COCCCCN(C[C@@H](C)Cl)C(=O)O
spin multiplicity = 1
calculated total energy = -29779.605 eV
E_LUMO = 0.02324 Ha

Geometry as XYZ:
```
32
Properties=species:S:1:pos:R:3:nbo_charge:R:1
C 3.654 -1.505 1.256 -0.246
O 3.407 -0.211 0.741 -0.546
C 2.126 -0.113 0.148 -0.053
C 1.704 1.344 0.094 -0.425
C 0.741 1.662 -1.061 -0.410
C -0.660 2.017 -0.579 -0.204
N -1.251 0.855 0.104 -0.509
C -1.987 -0.058 -0.780 -0.232
C -1.298 -1.432 -0.879 -0.182
C -2.159 -2.609 -0.403 -0.627
Cl -0.709 -1.720 -2.558 -0.092
C -1.980 1.168 1.264 0.902
O -2.015 0.437 2.248 -0.601
O -2.667 2.333 1.208 -0.686
H 4.724 -1.669 1.297 0.191
H 3.201 -1.595 2.242 0.169
H 3.224 -2.272 0.611 0.164
H 1.407 -0.664 0.761 0.162
H 2.139 -0.576 -0.842 0.163
H 2.602 1.948 0.020 0.222
H 1.219 1.578 1.039 0.202
H 1.142 2.509 -1.614 0.212
H 0.697 0.841 -1.774 0.208
H -1.243 2.307 -1.452 0.186
H -0.576 2.859 0.097 0.211
H -2.051 0.361 -1.779 0.219
H -3.008 -0.192 -0.436 0.209
H -0.408 -1.381 -0.270 0.226
H -3.201 -2.342 -0.281 0.210
H -2.060 -3.437 -1.093 0.230
H -1.778 -2.951 0.555 0.226
H -2.936 2.511 2.114 0.501
```


Record 4
Formula: C9H18IN2O2
Source: the Open Molecules 2025 dataset
Level of theory: ωB97M-V with the def2-TZVPD basis set

Calculated values
HOMO-LUMO gap (spin up / spin down) = 7.864 / 7.350 eV
charge = +1
highest occupied orbital energy (spin up / spin down) = -12.160 / -12.240 eV
spin multiplicity = 1
calculated total energy = -24787.219 eV
E_LUMO (spin up / spin down) = -0.15789 / -0.17970 Ha

Geometry as XYZ:
```
32
Properties=species:S:1:pos:R:3:nbo_charge:R:1
C -1.259 -0.952 -1.074 -0.562
C -0.887 1.255 1.320 -0.203
C -2.096 0.140 -0.585 -0.059
C 0.245 -1.092 -0.666 0.187
C 0.514 0.825 1.146 0.030
C 0.591 -2.578 -0.571 -0.650
C 1.115 -0.525 -1.928 -0.630
C 1.222 1.762 0.229 -0.650
C 0.976 0.812 2.638 -0.625
N -2.306 1.356 -1.352 0.444
N 0.595 -0.615 0.720 -0.530
O -1.376 1.606 -2.088 -0.404
O -3.254 2.054 -1.096 -0.338
I -3.830 -0.400 0.433 0.277
H -1.670 -1.897 -0.812 0.246
H -1.240 -0.932 -2.155 0.269
H -1.106 2.271 1.165 0.223
H -1.553 0.737 2.065 0.221
H 0.052 -3.182 0.179 0.230
H 1.589 -2.856 -0.516 0.233
H 0.207 -2.824 -1.503 0.240
H 2.108 -0.271 -1.490 0.208
H 0.961 0.403 -2.522 0.272
H 1.224 -1.348 -2.572 0.232
H 0.629 1.673 -0.739 0.249
H 2.233 1.376 -0.028 0.224
H 1.244 2.831 0.432 0.271
H 0.833 1.717 3.256 0.270
H 2.026 0.784 2.700 0.236
H 0.522 0.001 3.121 0.205
H 0.151 -1.147 1.505 0.445
H 1.542 -0.983 0.787 0.438
```


Record 5
Formula: C9H18LiN3O7
Source: the Open Molecules 2025 dataset
Level of theory: ωB97M-V with the def2-TZVPD basis set

Calculated values
energy relative to the best compared isomer or geometry (same formula, charge and spin) = 0.00 kJ/mol
HOMO-LUMO gap = 5.365 eV
charge = -2
highest occupied orbital energy = -0.231 eV
spin multiplicity = 1
calculated total energy = -28628.027 eV
E_LUMO = 0.18865 Ha

Geometry as XYZ:
```
38
Properties=species:S:1:pos:R:3:nbo_charge:R:1
Li 0.096 2.265 -0.116 0.903
C 1.860 -1.711 -0.756 -0.647
C 0.640 -0.759 -0.926 0.111
C -0.534 -1.555 -1.548 -0.380
C -1.648 -1.835 -0.547 -0.401
C -1.041 -2.195 0.798 -0.397
C -0.344 -0.966 1.389 0.115
N 0.219 -0.168 0.322 -0.247
O 1.098 0.817 0.820 -0.877
C 0.733 -1.448 2.372 -0.626
C -1.362 -0.096 2.126 -0.617
C 1.013 0.337 -1.918 -0.607
H 2.359 -1.879 -1.724 0.182
H 1.566 -2.711 -0.424 0.178
H 2.594 -1.277 -0.077 0.227
H -0.120 -2.481 -1.975 0.172
H -0.980 -1.072 -2.428 0.198
H -2.289 -2.643 -0.918 0.175
H -2.247 -0.931 -0.430 0.224
H -0.347 -3.032 0.681 0.182
H -1.853 -2.525 1.455 0.191
H 1.502 -2.016 1.840 0.195
H 0.318 -2.112 3.143 0.172
H 1.256 -0.614 2.840 0.235
H -0.849 0.625 2.767 0.226
H -2.079 -0.649 2.743 0.173
H -1.933 0.508 1.416 0.232
H 1.330 -0.145 -2.851 0.179
H 1.827 0.994 -1.623 0.254
H 0.110 0.913 -2.143 0.209
N 2.236 4.175 -1.518 0.719
O 2.754 5.132 -0.915 -0.545
O 2.836 3.617 -2.458 -0.551
O 1.091 3.778 -1.196 -0.593
N -2.461 2.927 0.451 0.713
O -1.876 3.514 1.367 -0.518
O -3.676 2.668 0.520 -0.543
O -1.798 2.548 -0.559 -0.613
```


Record 6
Formula: C9H18LiO13P
Source: the Open Molecules 2025 dataset
Level of theory: ωB97M-V with the def2-TZVPD basis set

Calculated values
energy relative to the best compared isomer or geometry (same formula, charge and spin) = 130.35 kJ/mol
HOMO-LUMO gap = 2.497 eV
charge = -2
highest occupied orbital energy = 1.583 eV
spin multiplicity = 1
calculated total energy = -45733.116 eV
E_LUMO = 0.14997 Ha

Geometry as XYZ:
```
42
Properties=species:S:1:pos:R:3:nbo_charge:R:1
Li 1.411 0.141 0.913 0.880
P 3.842 -0.445 0.773 2.568
O 2.639 -0.945 0.088 -1.403
O 4.766 0.439 -0.210 -1.336
O 4.539 -1.435 1.496 -1.276
O 3.042 0.462 1.613 -1.402
C -2.796 -0.835 1.991 -0.270
O -1.845 -1.627 2.804 -0.502
C -0.654 -1.168 2.941 0.997
O -0.243 -0.088 2.451 -0.705
O 0.242 -1.959 3.620 -0.532
C 1.668 -1.672 3.733 -0.237
H -2.837 0.181 2.279 0.201
H -3.754 -1.330 1.743 0.196
H -2.232 -0.919 0.993 0.223
H 2.010 -2.457 4.303 0.167
H 1.970 -0.817 4.099 0.200
H 2.073 -2.043 2.728 0.266
C 0.365 -1.342 -1.432 -0.245
O -0.833 -1.711 -2.220 -0.516
C -1.023 -1.302 -3.437 0.977
O -0.251 -0.453 -3.973 -0.702
O -2.131 -1.714 -4.037 -0.523
C -2.468 -1.070 -5.268 -0.237
H -0.016 -1.298 -0.459 0.180
H 0.781 -0.348 -1.473 0.244
H 1.119 -2.098 -1.731 0.230
H -3.404 -1.757 -5.374 0.165
H -1.826 -1.356 -5.952 0.196
H -3.019 -0.138 -5.050 0.204
C -1.869 3.092 1.687 -0.254
O -0.831 3.507 1.037 -0.505
C -0.185 2.629 0.165 0.996
O -0.332 1.424 0.054 -0.662
O 0.899 3.134 -0.468 -0.511
C 1.695 2.313 -1.372 -0.306
H -1.475 2.385 2.445 0.209
H -2.586 2.359 1.126 0.156
H -2.366 4.060 1.857 0.187
H 1.304 2.068 -2.367 0.188
H 1.946 1.529 -0.578 0.261
H 2.664 2.603 -1.535 0.233
```


Record 7
Formula: C9H18N2O3
Source: the Open Molecules 2025 dataset
Level of theory: ωB97M-V with the def2-TZVPD basis set

Calculated values
energy relative to the best compared isomer or geometry (same formula, charge and spin) = 138.21 kJ/mol
HOMO-LUMO gap = 9.641 eV
charge = 0
highest occupied orbital energy = -9.265 eV
SMILES = CC[C@H](C)[C@H](N)C(=O)N[C@@H](C)C(=O)O
spin multiplicity = 1
calculated total energy = -18747.584 eV
E_LUMO = 0.01383 Ha

Geometry as XYZ:
```
32
Properties=species:S:1:pos:R:3:nbo_charge:R:1
C 3.477 -0.556 0.028 -0.618
C 2.626 0.221 -1.070 -0.406
C 1.369 0.883 -0.545 -0.213
C 1.703 2.126 0.302 -0.611
C 0.277 -0.027 0.092 -0.144
N 0.733 -0.764 1.293 -0.829
C -0.282 -1.101 -0.900 0.695
O 0.527 -1.704 -1.576 -0.613
N -1.576 -1.445 -0.842 -0.619
C -2.749 -0.858 -0.165 -0.154
C -2.475 -0.796 1.353 -0.633
C -3.093 0.549 -0.625 0.774
O -2.316 1.240 -1.264 -0.592
O -4.319 0.908 -0.266 -0.668
H 3.845 0.084 0.840 0.187
H 4.347 -0.970 -0.438 0.198
H 2.906 -1.350 0.535 0.229
H 3.256 0.983 -1.547 0.193
H 2.353 -0.575 -1.774 0.243
H 0.882 1.313 -1.466 0.209
H 2.387 2.801 -0.221 0.215
H 2.197 1.834 1.238 0.204
H 0.777 2.752 0.532 0.202
H -0.513 0.706 0.271 0.192
H 0.515 -0.367 2.186 0.359
H 0.209 -1.616 1.397 0.356
H -1.732 -2.055 -1.625 0.410
H -3.648 -1.445 -0.292 0.239
H -3.384 -0.343 1.871 0.232
H -2.389 -1.851 1.764 0.221
H -1.460 -0.352 1.643 0.237
H -4.450 1.774 -0.730 0.506
```